Entry 1:
Molecular formula: C28H78N2O10
Method: DFT, the ωB97M-V functional and the def2-TZVPD basis

```
118
Properties=species:S:1:pos:R:3
C 4.251 0.304 2.233
C 5.538 0.528 3.045
C 5.190 1.177 4.390
O 6.283 -0.626 3.330
H 4.408 -0.061 1.218
H 3.533 1.123 2.277
H 3.681 -0.442 2.788
H 6.072 1.283 2.468
H 6.011 1.615 4.958
H 4.883 0.403 5.093
H 4.359 1.871 4.266
H 7.131 -0.341 3.680
C -7.469 0.537 2.325
C -5.987 0.798 2.375
C -5.524 2.207 2.313
O -5.533 0.251 3.612
H -7.733 -0.476 2.021
H -7.974 1.189 1.611
H -7.834 0.808 3.315
H -5.685 0.148 1.554
H -6.053 2.765 3.085
H -5.695 2.619 1.318
H -4.456 2.300 2.512
H -5.931 0.766 4.317
C -0.301 -2.369 -4.023
C -0.016 -1.474 -5.213
C -0.321 -2.131 -6.589
O -0.669 -0.301 -5.182
H -0.089 -1.885 -3.069
H 0.041 -3.398 -4.137
H -1.388 -2.338 -3.948
H 1.045 -1.227 -5.198
H -0.184 -1.359 -7.347
H -1.333 -2.442 -6.847
H 0.246 -3.053 -6.715
H -1.581 -0.414 -4.904
C 4.411 -3.187 1.144
C 3.476 -3.709 2.333
C 3.747 -3.137 3.705
O 2.153 -3.238 1.926
H 4.678 -2.132 1.200
H 3.975 -3.433 0.175
H 5.363 -3.716 1.171
H 3.565 -4.793 2.409
H 4.779 -3.321 4.002
H 3.268 -3.736 4.479
H 3.363 -2.136 3.902
H 1.480 -3.503 2.557
C -5.554 -2.463 -1.167
C -4.361 -2.769 -0.301
C -3.036 -2.624 -1.053
O -4.519 -2.000 0.911
H -6.003 -3.384 -1.539
H -5.331 -1.789 -1.995
H -6.392 -2.059 -0.599
H -4.456 -3.830 -0.069
H -2.965 -3.023 -2.065
H -2.330 -3.335 -0.622
H -2.593 -1.631 -1.131
H -5.179 -2.441 1.451
C -1.252 4.588 4.564
C -0.879 3.609 3.445
C -0.368 4.377 2.186
O 0.121 2.641 3.748
H -0.491 5.367 4.512
H -1.382 4.118 5.539
H -2.161 5.168 4.401
H -1.769 3.015 3.236
H -0.071 5.407 2.383
H -1.166 4.241 1.457
H 0.523 3.909 1.767
H -0.314 1.788 3.681
C -2.372 1.781 0.028
C -1.032 1.999 -0.746
C 0.238 1.452 -0.176
O 0.242 0.042 -0.264
C 1.321 -0.702 0.266
N -1.259 1.442 -2.055
H -3.186 2.377 -0.387
H -2.234 2.124 1.053
H -2.664 0.735 0.117
H -0.892 3.077 -0.828
H 0.438 1.708 0.865
H 1.099 1.820 -0.733
H 2.110 -1.010 -0.421
H 0.878 -1.620 0.651
H 1.908 -0.268 1.076
H -0.330 1.304 -2.424
H -1.535 0.475 -1.965
C 2.632 0.965 -4.064
C 3.767 0.182 -3.350
C 3.675 -1.337 -3.641
O 4.677 -2.099 -2.887
C 4.720 -3.426 -3.388
N 5.027 0.720 -3.877
H 1.737 0.356 -3.937
H 2.703 0.848 -5.146
H 2.486 2.040 -3.959
H 3.909 0.492 -2.315
H 3.760 -1.467 -4.720
H 2.704 -1.765 -3.391
H 5.029 -3.310 -4.427
H 3.764 -3.951 -3.374
H 5.530 -3.981 -2.914
H 5.671 0.758 -3.100
H 4.763 1.672 -4.087
C -2.306 -0.884 3.322
O -1.620 0.263 2.803
H -3.393 -0.907 3.397
H -2.133 -1.727 2.652
H -1.765 -1.042 4.255
H -1.596 0.131 1.852
C -1.518 4.593 -3.066
O -2.475 3.548 -3.281
H -0.557 4.337 -3.511
H -1.816 5.539 -3.518
H -1.310 4.797 -2.015
H -2.038 2.726 -3.049
```

* M: 602.9 g mol⁻¹
* LUMO: 0.47 eV
* E: -1975.29748 Eh
* E_HOMO: -9.3 eV
* SMILES string: COC[C@H](C)N.COC[C@H](C)N.CC(C)O.CC(C)O.CC(C)O.CC(C)O.CC(C)O.CC(C)O.CO.CO
* strongest force on any atom: 3.290 eV/Å
* relative energy (zero: lowest compared OMol25 entry of this formula, charge and spin): 130.8 kJ/mol

Entry 2:
Molecular formula: C28H80N6O9
Method: DFT, the ωB97M-V functional and the def2-TZVPD basis

```
123
Properties=species:S:1:pos:R:3
O -1.708 4.902 -1.249
H -1.842 5.738 -1.696
H -2.489 4.390 -1.459
C 3.388 3.180 -0.279
C 3.996 3.723 1.033
O 5.097 2.983 1.265
H 2.876 3.967 -0.833
H 2.697 2.363 -0.065
H 4.244 2.841 -0.862
H 3.278 3.641 1.849
H 4.146 4.797 0.921
H 5.234 2.933 2.214
C 2.108 -3.156 -3.615
C 2.269 -4.607 -3.139
O 3.065 -5.361 -4.047
H 1.486 -2.511 -2.995
H 1.726 -2.989 -4.622
H 3.094 -2.696 -3.553
H 1.286 -5.044 -2.963
H 2.822 -4.688 -2.203
H 2.614 -5.327 -4.894
C -2.651 2.710 -4.579
C -3.271 4.077 -4.730
C -4.396 4.482 -3.768
O -4.010 4.706 -2.432
C -5.092 4.756 -1.472
N -2.171 5.022 -4.667
H -1.651 2.697 -5.013
H -3.190 1.931 -5.119
H -2.633 2.435 -3.525
H -3.667 4.040 -5.745
H -5.067 3.628 -3.669
H -4.942 5.316 -4.209
H -4.703 5.082 -0.508
H -5.499 3.756 -1.321
H -6.014 5.324 -1.593
H -1.323 4.682 -5.097
H -1.958 5.124 -3.685
C -2.734 0.211 4.360
C -1.346 0.575 4.891
C -1.284 1.213 6.318
O -1.727 2.547 6.391
C -0.960 3.429 5.559
N -0.584 -0.687 4.922
H -3.250 1.162 4.226
H -3.303 -0.223 5.182
H -2.703 -0.350 3.427
H -0.865 1.073 4.050
H -0.273 1.283 6.719
H -1.873 0.650 7.043
H -0.943 3.337 4.473
H 0.079 3.311 5.866
H -1.350 4.430 5.746
H -0.776 -0.970 3.971
H -1.022 -1.388 5.502
C 1.144 0.816 -6.000
C 1.486 0.557 -4.460
C 3.056 0.793 -4.074
O 3.419 2.169 -4.311
C 4.779 2.423 -4.106
N 0.758 1.556 -3.617
H 1.645 0.175 -6.725
H 1.321 1.874 -6.196
H 0.067 0.680 -6.102
H 1.153 -0.461 -4.258
H 3.542 0.018 -4.667
H 3.160 0.472 -3.038
H 5.088 1.998 -3.151
H 4.858 3.506 -4.015
H 5.272 2.001 -4.982
H 1.365 2.356 -3.504
H 0.007 1.898 -4.199
C -2.539 -4.072 0.652
C -2.962 -3.691 2.038
C -3.140 -4.864 3.085
O -3.948 -5.913 2.602
C -3.581 -7.231 2.971
N -1.975 -2.738 2.579
H -1.695 -4.761 0.669
H -2.266 -3.255 -0.017
H -3.360 -4.625 0.195
H -3.832 -3.037 1.973
H -3.519 -4.419 4.004
H -2.135 -5.219 3.313
H -4.447 -7.893 2.972
H -3.279 -7.273 4.017
H -2.743 -7.558 2.355
H -1.093 -3.219 2.483
H -1.896 -1.982 1.915
C 0.251 1.154 -0.261
C -1.139 0.644 -0.687
C -1.704 -0.482 0.229
O -0.576 -1.284 0.590
C -0.125 -1.985 -0.589
N -1.955 1.804 -0.850
H 1.002 0.365 -0.224
H 0.256 1.521 0.765
H 0.584 1.940 -0.938
H -0.945 0.256 -1.687
H -2.590 -0.951 -0.198
H -1.948 0.054 1.146
H -0.882 -2.201 -1.343
H 0.116 -2.951 -0.145
H 0.825 -1.658 -1.010
H -2.537 2.116 -0.085
H -1.457 2.660 -1.049
C 2.145 -3.176 4.287
C 3.028 -3.337 3.016
C 4.161 -2.149 2.834
O 3.472 -0.954 2.873
C 3.706 -0.046 1.843
N 3.773 -4.593 3.094
H 1.745 -2.170 4.417
H 2.732 -3.353 5.188
H 1.270 -3.825 4.317
H 2.429 -3.307 2.106
H 4.835 -2.228 1.981
H 4.758 -2.117 3.746
H 4.517 0.642 2.080
H 2.795 0.515 1.635
H 4.059 -0.445 0.891
H 3.206 -5.429 3.101
H 4.250 -4.554 2.204
```

* M: 645.0 g mol⁻¹
* LUMO (alpha / beta): 2.22 / 2.19 eV
* E: -2120.18898 Eh
* E_HOMO (alpha / beta): 0.7 / -6.6 eV
* charge: -1
* strongest force on any atom: 3.441 eV/Å
* multiplicity: 2

Entry 3:
Molecular formula: C28H80O20
Method: DFT, the ωB97M-V functional and the def2-TZVPD basis

```
128
Properties=species:S:1:pos:R:3
C -24.916 -34.173 4.018
C -25.992 -34.932 3.355
O -26.457 -35.980 4.229
O -24.498 -33.215 3.143
H -24.105 -34.742 4.260
H -25.417 -33.759 4.813
H -25.496 -35.408 2.392
H -26.864 -34.228 2.992
H -26.949 -36.737 3.737
H -24.985 -32.406 3.144
C -18.235 -36.899 4.939
C -17.256 -35.849 4.649
O -17.430 -35.326 3.356
O -17.889 -37.456 6.107
H -18.252 -37.600 4.286
H -19.365 -36.422 5.126
H -16.321 -36.458 4.718
H -17.362 -34.893 5.229
H -17.111 -35.827 2.697
H -18.575 -38.266 6.283
C -17.242 -30.502 5.162
C -17.673 -31.831 4.608
O -19.010 -31.744 4.397
O -15.937 -30.629 5.446
H -17.543 -30.395 6.246
H -17.523 -29.630 4.259
H -17.527 -32.621 5.379
H -17.074 -32.021 3.710
H -19.102 -32.272 3.469
H -15.467 -29.887 5.635
C -20.925 -34.216 12.684
C -19.922 -33.332 12.036
O -19.556 -32.343 12.995
O -21.390 -35.251 11.729
H -21.764 -33.683 13.080
H -20.509 -34.723 13.523
H -20.305 -32.731 11.267
H -19.081 -33.943 11.697
H -18.705 -32.699 13.204
H -22.191 -34.909 11.137
C -21.640 -33.732 1.760
C -20.344 -34.493 2.000
O -19.312 -33.536 2.293
O -22.623 -34.601 1.511
H -21.353 -33.014 1.088
H -21.721 -33.170 2.785
H -19.948 -35.039 1.150
H -20.528 -35.143 3.054
H -18.399 -33.822 2.216
H -23.285 -34.094 2.251
C -25.586 -30.021 6.815
C -25.760 -29.188 8.155
O -26.042 -30.045 9.182
O -25.351 -29.245 5.686
H -26.482 -30.602 6.647
H -24.847 -30.873 6.694
H -26.555 -28.517 8.013
H -24.747 -28.642 8.331
H -25.264 -30.275 9.513
H -24.799 -28.408 5.886
C -23.399 -37.598 7.833
C -22.624 -37.213 6.562
O -22.064 -38.234 5.808
O -23.947 -36.544 8.508
H -22.513 -38.200 8.349
H -24.013 -38.343 7.465
H -22.020 -36.273 6.982
H -23.349 -36.618 5.949
H -21.257 -38.410 6.332
H -24.603 -36.057 7.885
C -23.976 -33.088 9.748
C -23.290 -31.984 10.756
O -23.860 -30.806 10.545
O -23.292 -34.371 9.992
H -23.912 -32.626 8.795
H -25.082 -32.918 9.850
H -22.319 -31.991 10.658
H -23.417 -32.446 11.792
H -24.290 -30.373 11.352
H -23.626 -35.073 9.357
C -19.700 -29.987 10.277
C -20.669 -29.287 9.234
C -20.707 -27.802 9.752
O -20.017 -29.363 7.954
H -18.816 -29.571 10.084
H -19.513 -31.053 9.972
H -20.136 -29.926 11.085
H -21.457 -29.793 9.308
H -21.588 -27.279 9.139
H -19.874 -27.037 9.567
H -20.916 -27.732 10.859
H -19.990 -30.307 7.592
C -21.921 -33.199 6.321
C -20.890 -32.942 7.490
C -20.018 -34.265 7.903
O -20.041 -31.796 7.037
H -22.530 -32.467 6.060
H -22.467 -34.092 6.847
H -21.593 -33.651 5.296
H -21.486 -32.637 8.275
H -19.760 -34.057 8.843
H -19.022 -34.142 7.219
H -20.606 -35.137 7.935
H -19.943 -32.001 6.067
C -20.292 -39.711 10.703
C -19.793 -38.269 11.031
C -18.344 -38.149 11.235
O -20.311 -37.436 9.873
H -21.196 -39.684 9.967
H -20.532 -40.049 11.632
H -19.386 -40.242 10.359
H -20.229 -37.924 11.878
H -17.709 -38.553 10.459
H -18.025 -38.485 12.066
H -18.033 -37.008 11.103
H -20.538 -36.664 10.394
C -14.541 -36.684 9.651
C -15.836 -36.247 8.910
C -16.332 -34.861 9.177
O -15.583 -36.469 7.522
H -14.724 -36.859 10.754
H -14.026 -35.873 9.958
H -13.922 -37.336 9.271
H -16.610 -37.009 9.090
H -17.343 -34.539 8.599
H -15.863 -33.987 9.002
H -16.704 -34.818 10.098
H -16.379 -37.027 7.209
```

* M: 736.9 g mol⁻¹
* LUMO: 0.09 eV
* E: -2618.89005 Eh
* E_HOMO: -8.7 eV
* SMILES string: CC(C)O.CC(C)O.CC(C)O.CC(C)O.OCCO.OCCO.OCCO.OCCO.OCCO.OCCO.OCCO.OCCO
* strongest force on any atom: 10.859 eV/Å
* relative energy (zero: lowest compared OMol25 entry of this formula, charge and spin): 1660.4 kJ/mol

Entry 4:
Molecular formula: C28H81N7O9
Method: DFT, the ωB97M-V functional and the def2-TZVPD basis

```
125
Properties=species:S:1:pos:R:3
C 0.425 -1.187 -3.927
C 1.427 -1.913 -2.976
C 2.729 -1.082 -2.661
O 3.367 -0.725 -3.850
C 4.642 -0.100 -3.716
N 0.725 -2.102 -1.732
H 0.835 -1.193 -4.916
H 0.295 -0.146 -3.742
H -0.543 -1.644 -3.833
H 1.749 -2.854 -3.419
H 3.246 -1.727 -1.976
H 2.259 -0.203 -2.127
H 5.140 -0.142 -4.715
H 5.296 -0.688 -3.105
H 4.481 0.934 -3.387
H 1.101 -2.816 -1.126
H -0.265 -2.328 -1.914
C -1.527 4.300 1.576
C -0.179 3.998 0.877
C -0.436 3.600 -0.512
O 0.614 3.018 -1.202
C 0.315 2.837 -2.601
N 0.893 5.024 0.992
H -1.422 4.525 2.653
H -2.191 3.393 1.500
H -2.066 5.121 1.048
H 0.213 3.075 1.400
H -0.724 4.529 -0.990
H -1.317 2.950 -0.544
H -0.645 2.372 -2.810
H 1.159 2.296 -3.095
H 0.261 3.791 -3.174
H 1.768 4.625 0.584
H 0.630 5.752 0.355
C -6.365 2.594 -1.204
C -4.934 3.089 -1.391
C -4.229 2.307 -2.469
O -3.709 1.022 -2.061
C -3.048 0.196 -2.959
N -4.984 4.529 -1.494
H -6.343 1.531 -0.979
H -6.989 2.693 -2.150
H -6.913 3.001 -0.371
H -4.420 2.876 -0.461
H -3.356 2.862 -2.884
H -4.959 1.984 -3.236
H -3.657 0.051 -3.851
H -2.833 -0.767 -2.400
H -2.112 0.643 -3.249
H -5.454 4.784 -2.375
H -4.084 4.929 -1.636
C 4.819 2.259 1.987
C 3.491 1.909 1.191
C 3.899 1.441 -0.152
O 4.571 2.438 -0.879
C 3.846 3.563 -1.067
N 2.513 0.965 1.690
H 5.450 1.364 2.261
H 4.626 2.701 2.928
H 5.325 2.789 1.244
H 2.927 2.849 1.083
H 2.931 1.173 -0.664
H 4.502 0.513 -0.267
H 2.802 3.366 -1.056
H 4.107 3.983 -2.030
H 4.025 4.302 -0.318
H 2.971 0.068 1.847
H 2.081 1.134 2.581
C 3.080 -2.667 1.441
C 1.636 -2.763 1.883
C 1.140 -4.143 1.598
O 1.340 -4.362 0.191
C 0.857 -5.606 -0.314
N 1.524 -2.446 3.306
H 2.994 -2.809 0.375
H 3.707 -3.445 1.850
H 3.538 -1.704 1.671
H 1.183 -1.947 1.296
H 0.080 -4.277 1.863
H 1.747 -4.778 2.262
H 1.247 -6.456 0.281
H 1.191 -5.688 -1.356
H -0.205 -5.431 -0.284
H 0.545 -2.559 3.540
H 1.661 -1.448 3.378
C -1.599 -4.749 -2.795
C -2.585 -5.080 -1.775
C -2.959 -3.860 -0.981
O -1.742 -3.333 -0.413
C -2.015 -2.726 0.844
N -3.731 -5.860 -2.373
H -0.683 -4.356 -2.392
H -2.002 -3.958 -3.372
H -1.441 -5.634 -3.460
H -2.093 -5.631 -1.011
H -3.737 -4.056 -0.251
H -3.389 -3.093 -1.659
H -1.082 -2.424 1.261
H -2.564 -3.330 1.585
H -2.678 -1.837 0.683
H -4.468 -5.826 -1.682
H -3.949 -5.418 -3.274
C -1.978 1.136 4.755
C -0.571 0.943 4.142
C 0.448 0.513 5.178
O 1.784 0.596 4.671
C 2.765 0.425 5.557
N -0.570 0.080 3.014
H -1.900 1.884 5.591
H -2.406 0.190 5.134
H -2.731 1.314 4.053
H -0.202 2.003 3.904
H 0.321 -0.527 5.491
H 0.421 1.062 6.105
H 2.609 -0.511 6.025
H 2.741 1.161 6.401
H 3.721 0.381 5.007
H -1.450 0.134 2.441
H 0.129 0.290 2.366
O -2.611 0.859 0.668
H -3.172 0.554 -0.044
H -1.687 0.921 0.408
O 0.000 0.055 -0.204
H 0.210 -0.746 -0.756
H 0.830 0.550 0.036
```

* M: 660.0 g mol⁻¹
* LUMO: 0.64 eV
* E: -2175.66641 Eh
* E_HOMO: -8.8 eV
* SMILES string: COC[C@H](C)N.COC[C@H](C)N.COC[C@H](C)N.COC[C@H](C)N.COC[C@H](C)N.COC[C@H](C)N.COC[C@H](C)N.O.O
* strongest force on any atom: 4.246 eV/Å
* relative energy (zero: lowest compared OMol25 entry of this formula, charge and spin): 233.4 kJ/mol